# 1
{
  "formula": "C15H10ClF3N2O3",
  "method": "wB97M-V/def2-TZVPD",
  "energy_ha": -1672.6641,
  "smiles": "O=C(Nc1ncc(C(F)(F)F)cc1Cl)[C@H]1COc2ccccc2O1",
  "e_homo_ev": -8.601,
  "orbital_gap_ev": 8.8,
  "charge": 0,
  "symbols": ["O", "C", "N", "C", "N", "C", "C", "C", "F", "F", "F", "C", "C", "Cl", "C", "C", "O", "C", "C", "C", "C", "C", "C", "O", "H", "H", "H", "H", "H", "H", "H", "H", "H", "H"],
  "positions_angstrom": [[-3.866, -1.743, 1.080], [-2.820, -1.420, 0.571], [-1.684, -2.156, 0.753], [-0.355, -1.766, 0.627], [0.022, -0.658, 1.240], [1.282, -0.273, 1.188], [2.246, -0.990, 0.495], [3.666, -0.513, 0.396], [3.911, 0.565, 1.146], [4.546, -1.457, 0.774], [3.995, -0.186, -0.867], [1.880, -2.172, -0.147], [0.562, -2.577, -0.068], [0.035, -4.032, -0.813], [-2.793, -0.292, -0.468], [-3.225, 1.050, 0.142], [-2.183, 1.682, 0.841], [-1.025, 1.754, 0.114], [-0.089, 2.733, 0.420], [1.087, 2.821, -0.301], [1.331, 1.943, -1.346], [0.409, 0.960, -1.653], [-0.763, 0.851, -0.918], [-1.604, -0.194, -1.215], [-1.844, -3.065, 1.175], [1.518, 0.639, 1.716], [2.607, -2.755, -0.691], [-3.571, -0.597, -1.186], [-3.574, 1.707, -0.669], [-4.034, 0.883, 0.854], [-0.305, 3.408, 1.232], [1.812, 3.580, -0.052], [2.242, 2.016, -1.918], [0.584, 0.253, -2.448]],
  "nbo_charge": [-0.5839, 0.6775, -0.6359, 0.3574, -0.4257, 0.0887, -0.1859, 0.9769, -0.3154, -0.3223, -0.3232, -0.1560, -0.0887, 0.0408, -0.0236, -0.0882, -0.4783, 0.2197, -0.2377, -0.2268, -0.2228, -0.2763, 0.2956, -0.5015, 0.4227, 0.2253, 0.2471, 0.2289, 0.1825, 0.2285, 0.2294, 0.2199, 0.2228, 0.2286]
}

# 2
{
  "formula": "C23H22N3O4PdS2",
  "method": "wB97M-V/def2-TZVPD",
  "spin_multiplicity": 5,
  "s_squared": 6.06,
  "energy_ha": -2278.7985,
  "de_lowest_kcal_mol": 0.0,
  "e_homo_ev": [-11.310, -12.062],
  "orbital_gap_ev": [8.8, 6.2],
  "charge": 1,
  "symbols": ["Pd", "C", "N", "C", "C", "N", "C", "C", "C", "C", "C", "C", "C", "S", "C", "C", "C", "C", "C", "C", "S", "H", "H", "H", "H", "H", "H", "H", "H", "H", "H", "H", "H", "H", "H", "H", "H", "H", "H", "O", "C", "O", "C", "C", "C", "C", "C", "C", "N", "O", "O", "H", "H", "H", "H"],
  "positions_angstrom": [[-0.420, 0.336, 0.102], [-1.256, -2.695, -0.142], [-0.291, -1.825, -0.857], [1.103, -2.269, -0.599], [2.120, -1.141, -0.545], [1.767, -0.120, 0.460], [1.854, -0.645, 1.846], [2.533, 1.101, 0.361], [3.866, 1.089, 0.012], [4.610, 2.269, 0.009], [4.035, 3.477, 0.385], [2.705, 3.507, 0.748], [1.923, 2.333, 0.713], [0.252, 2.485, 1.033], [-0.568, -1.764, -2.276], [-0.813, -2.924, -2.985], [-1.056, -2.887, -4.356], [-1.043, -1.680, -5.050], [-0.787, -0.514, -4.367], [-0.553, -0.531, -2.972], [-0.294, 0.968, -2.208], [-1.106, -3.752, -0.375], [-2.267, -2.405, -0.421], [-1.132, -2.545, 0.926], [1.427, -2.963, -1.378], [1.101, -2.826, 0.335], [2.192, -0.643, -1.513], [3.092, -1.596, -0.327], [2.883, -0.936, 2.076], [1.190, -1.495, 1.965], [1.527, 0.122, 2.541], [4.355, 0.160, -0.251], [5.656, 2.233, -0.270], [4.622, 4.386, 0.395], [2.230, 4.435, 1.040], [-0.816, -3.878, -2.474], [-1.250, -3.812, -4.883], [-1.232, -1.657, -6.115], [-0.769, 0.438, -4.881], [-2.610, 0.386, 0.523], [-2.420, -0.154, 1.651], [-1.241, -0.450, 2.029], [-3.583, -0.459, 2.530], [-4.871, -0.226, 2.063], [-5.961, -0.503, 2.871], [-5.726, -1.007, 4.134], [-4.458, -1.247, 4.625], [-3.376, -0.969, 3.807], [-6.893, -1.302, 5.007], [-6.665, -1.775, 6.100], [-7.995, -1.058, 4.568], [-5.009, 0.178, 1.070], [-6.976, -0.332, 2.542], [-4.336, -1.640, 5.623], [-2.366, -1.141, 4.152]],
  "nbo_charge": [0.9738, -0.4259, -0.5125, -0.2348, -0.2400, -0.4930, -0.4206, 0.2742, -0.2825, -0.1060, -0.2160, -0.1353, -0.3097, 0.2610, 0.2720, -0.2620, -0.1177, -0.2128, -0.1304, -0.3115, 0.2220, 0.1905, 0.2311, 0.2372, 0.2191, 0.2217, 0.2233, 0.2088, 0.1998, 0.2240, 0.2336, 0.2311, 0.2344, 0.2427, 0.2432, 0.2311, 0.2361, 0.2422, 0.2403, -0.6979, 0.7658, -0.7426, -0.1787, -0.1521, -0.2001, 0.0521, -0.2189, -0.1062, 0.5288, -0.3612, -0.3597, 0.2419, 0.2594, 0.2583, 0.2287]
}

# 3
{
  "formula": "C37H22Cl2IrN5O5S3",
  "method": "wB97M-V/def2-TZVPD",
  "spin_multiplicity": 5,
  "s_squared": 6.11,
  "energy_ha": -4292.3023,
  "de_lowest_kcal_mol": 32.7,
  "e_homo_ev": [0.689, -1.664],
  "orbital_gap_ev": [1.9, 1.9],
  "charge": -2,
  "symbols": ["Ir", "Cl", "C", "C", "C", "Cl", "C", "C", "C", "C", "N", "C", "C", "O", "H", "H", "H", "H", "O", "C", "O", "C", "C", "N", "N", "C", "C", "O", "O", "H", "H", "H", "S", "C", "S", "C", "N", "N", "C", "C", "C", "C", "C", "C", "S", "H", "H", "H", "H", "H", "C", "C", "C", "C", "C", "C", "C", "C", "C", "C", "C", "C", "C", "C", "C", "H", "H", "H", "H", "H", "H", "H", "H", "H", "H"],
  "positions_angstrom": [[0.772, 0.972, 0.642], [-2.387, -2.471, 2.551], [-1.514, -1.239, 3.385], [-1.794, -0.959, 4.679], [-1.261, 0.175, 5.359], [-1.649, 0.466, 7.003], [-0.536, 1.154, 4.607], [-0.173, 2.462, 5.058], [0.533, 3.330, 4.215], [0.793, 2.906, 2.915], [0.447, 1.705, 2.472], [-0.159, 0.812, 3.314], [-0.578, -0.400, 2.650], [-0.221, -0.534, 1.396], [-2.485, -1.670, 5.205], [-0.526, 2.727, 6.070], [0.887, 4.267, 4.652], [1.197, 3.634, 2.186], [3.635, 1.804, -4.307], [2.738, 0.834, -4.392], [2.604, 0.058, -5.340], [1.853, 0.593, -3.278], [0.980, -0.527, -3.156], [0.561, -0.618, -1.859], [1.049, 0.402, -1.167], [1.845, 1.219, -1.989], [2.405, 2.364, -1.243], [3.095, 3.100, -2.009], [2.121, 2.484, -0.042], [3.427, 2.367, -3.447], [0.779, -1.239, -3.886], [-0.014, -1.314, -1.396], [3.746, -8.648, 3.559], [3.657, -7.223, 2.721], [4.201, -5.742, 3.412], [3.684, -4.865, 2.038], [3.067, -5.700, 1.164], [3.256, -7.003, 1.449], [2.884, -7.925, 0.381], [3.047, -9.269, 0.512], [2.921, -10.075, -0.542], [2.625, -9.597, -1.856], [2.518, -8.253, -2.003], [2.578, -7.369, -0.870], [3.863, -3.227, 1.955], [3.227, -9.636, 1.558], [3.014, -11.127, -0.429], [2.449, -10.198, -2.762], [2.435, -7.788, -2.957], [2.443, -6.294, -0.979], [-0.710, 1.922, -0.053], [-1.575, 2.668, -0.613], [-2.416, 3.593, -1.176], [-2.453, 3.817, -2.601], [-3.398, 4.717, -3.177], [-3.413, 4.706, -4.568], [-2.552, 3.920, -5.385], [-1.623, 3.107, -4.774], [-1.600, 3.004, -3.395], [-3.235, 4.502, -0.234], [-3.130, 5.876, -0.275], [-3.488, 6.717, 0.813], [-4.148, 6.097, 1.931], [-4.406, 4.765, 1.897], [-3.909, 3.987, 0.852], [-4.227, 5.250, -2.617], [-4.186, 5.258, -5.107], [-2.619, 4.077, -6.425], [-0.882, 2.522, -5.398], [-0.838, 2.441, -2.905], [-2.613, 6.418, -1.062], [-3.248, 7.849, 0.782], [-4.445, 6.670, 2.765], [-4.946, 4.279, 2.704], [-3.979, 2.914, 0.825]],
  "lowdin_spin": [0.5515, 0.0049, 0.0243, 0.0423, 0.0644, 0.0105, 0.0262, 0.2406, 0.1043, 0.1247, 0.2192, 0.0440, 0.0852, 0.1125, 0.0022, 0.0173, 0.0032, 0.0086, -0.0004, 0.0007, 0.0030, 0.0067, 0.0179, 0.0409, 0.0372, 0.0829, 0.0419, 0.0473, 0.0322, -0.0001, 0.0018, 0.0006, 0.0735, 0.0121, -0.0330, 0.0113, 0.2810, 0.0987, -0.0017, 0.0049, -0.0023, 0.0092, -0.0006, 0.0120, 0.5553, 0.0012, -0.0004, 0.0005, -0.0003, 0.0014, 0.3393, 0.0993, 0.2395, 0.0126, 0.0621, -0.0087, 0.0820, 0.0002, 0.0728, 0.0162, 0.0162, -0.0035, 0.0186, -0.0002, 0.0200, 0.0032, -0.0027, 0.0067, -0.0019, 0.0062, 0.0005, -0.0005, 0.0015, -0.0004, -0.0005]
}

# 4
{
  "formula": "C17H34N8O2Ti",
  "method": "wB97M-V/def2-TZVPD",
  "spin_multiplicity": 3,
  "s_squared": 2.01,
  "energy_ha": -2105.6309,
  "de_lowest_kcal_mol": 16.5,
  "e_homo_ev": [-13.401, -14.469],
  "orbital_gap_ev": [7.2, 8.0],
  "charge": 2,
  "symbols": ["Ti", "C", "C", "C", "C", "C", "C", "C", "C", "C", "C", "H", "H", "H", "H", "H", "H", "H", "H", "H", "H", "H", "H", "H", "H", "N", "N", "C", "N", "N", "N", "O", "O", "H", "H", "H", "H", "H", "N", "C", "C", "C", "C", "N", "H", "H", "H", "H", "H", "H", "H", "H", "H", "H", "H", "H", "C", "C", "N", "H", "H", "H"],
  "positions_angstrom": [[-0.032, 0.077, -0.426], [1.204, -1.053, 4.022], [2.140, -0.001, 3.438], [1.665, 1.410, 3.800], [2.381, -0.157, 1.947], [3.328, 0.653, 1.317], [3.652, 0.491, -0.016], [3.059, -0.507, -0.791], [3.506, -0.722, -2.211], [2.117, -1.330, -0.173], [1.764, -1.141, 1.174], [1.103, -0.907, 5.097], [1.576, -2.065, 3.861], [0.202, -0.979, 3.587], [3.118, -0.139, 3.910], [0.663, 1.608, 3.408], [2.329, 2.182, 3.415], [1.615, 1.521, 4.883], [3.847, 1.411, 1.891], [4.404, 1.132, -0.461], [4.594, -0.755, -2.265], [3.181, 0.105, -2.847], [3.123, -1.658, -2.616], [1.703, -2.174, -0.717], [1.081, -1.846, 1.630], [-3.392, 1.033, -1.854], [-2.736, 1.878, -2.757], [-1.478, 2.306, -2.531], [-0.967, 3.176, -3.392], [-0.867, 1.859, -1.425], [0.480, 2.090, -1.266], [1.236, 2.479, -2.149], [0.867, 1.872, -0.062], [-3.889, 0.331, -2.390], [-4.074, 1.565, -1.321], [-3.291, 2.386, -3.432], [-1.525, 3.564, -4.134], [-0.002, 3.458, -3.297], [-1.276, 0.793, 1.383], [-2.303, 0.264, 2.323], [-3.410, -0.498, 1.603], [-3.141, -1.998, 1.438], [-1.758, -2.326, 0.902], [-1.484, -1.651, -0.400], [-0.530, 1.211, 1.937], [-1.687, 1.586, 0.890], [-2.729, 1.097, 2.883], [-1.809, -0.382, 3.049], [-3.584, -0.022, 0.632], [-4.340, -0.382, 2.160], [-3.903, -2.439, 0.790], [-3.243, -2.488, 2.408], [-1.651, -3.404, 0.784], [-1.007, -2.005, 1.625], [-2.344, -1.230, -0.748], [-1.216, -2.339, -1.097], [0.700, -1.276, -5.038], [0.461, -0.905, -3.655], [0.280, -0.632, -2.557], [1.393, -0.571, -5.495], [-0.235, -1.276, -5.596], [1.135, -2.275, -5.074]],
  "nbo_charge": [1.4221, -0.5961, -0.2639, -0.5811, 0.0402, -0.1747, -0.1054, -0.0357, -0.6353, -0.2703, -0.3120, 0.2398, 0.2227, 0.1743, 0.2372, 0.1688, 0.2228, 0.2369, 0.2340, 0.2293, 0.2533, 0.2243, 0.2120, 0.2239, 0.2382, -0.6385, -0.4129, 0.6396, -0.7492, -0.5148, 0.4921, -0.3816, -0.4969, 0.3816, 0.3787, 0.3996, 0.4234, 0.4559, -0.8780, -0.2247, -0.4187, -0.4140, -0.2157, -0.9004, 0.4060, 0.3913, 0.2168, 0.2078, 0.1914, 0.2481, 0.2216, 0.2397, 0.2258, 0.1925, 0.3991, 0.4034, -0.7429, 0.4973, -0.4924, 0.2899, 0.2837, 0.2903]
}